ORCA calculation (ωB97M-V/def2-TZVPD) on a cluster of 2 separate species, C2H8N3S in total in a non-equilibrium geometry.

The charge is +1. The maximum force comes out at 3.39 eV/Å. For the energy above the lowest of the compared OMol25 structures with the same formula, charge and spin, the calculation gives 5.217 eV. The value obtained for the calculated total energy is -17497.190 eV. The calculation puts the LUMO energy (spin up / spin down) at -3.82 / -3.55 eV. The calculation puts the orbital gap (spin up / spin down) at 0.2748 / 0.2927 hartree.

The geometry in XYZ format:
```
14
Properties=species:S:1:pos:R:3:lowdin_charge:R:1
C 0.069 -0.041 0.932 -0.46
C -0.805 -0.184 -0.253 -0.49
N 2.691 0.423 -0.424 -0.15
N 2.504 -0.648 0.324 0.00
N -2.348 0.017 -0.105 0.18
S 0.214 1.368 -0.046 0.89
H -0.053 -0.314 2.004 0.09
H -0.545 -0.564 -1.300 0.14
H 3.228 1.291 -0.280 0.13
H 2.739 0.229 -1.410 0.10
H 2.738 -0.395 1.338 0.09
H -2.858 -0.863 0.088 0.19
H -2.611 0.675 -0.886 0.19
H -2.595 0.631 0.596 0.11
```

ORCA calculation (ωB97M-V/def2-TZVPD) on the molecule C2H8N4 in a non-equilibrium geometry.

Its expectation value of S² is 2.0103. As for the spin multiplicity: 3. The maximum force comes out at 7.56 eV/Å. For the energy above the lowest of the compared OMol25 structures with the same formula, charge and spin, the calculation gives 4.116 eV. The value obtained for the calculated total energy is -8152.866 eV. The calculation puts the LUMO energy (spin up / spin down) at 1.06 / -2.00 eV. The calculation puts the orbital gap (spin up / spin down) at 0.1722 / 0.2686 hartree.

The geometry in XYZ format:
```
14
Properties=species:S:1:pos:R:3:lowdin_spin:R:1
C -0.492 1.251 0.251 0.05
C -1.405 -1.106 0.377 0.00
N 2.276 -0.217 -0.022 0.64
N 1.488 -0.022 -1.321 0.58
N 0.953 -0.686 -0.081 0.48
N -0.070 -0.127 0.562 0.14
H 0.034 1.737 -0.631 0.01
H -1.605 1.146 0.154 0.01
H -0.357 1.867 1.074 0.00
H -0.999 -2.043 0.546 0.00
H -2.152 -0.807 1.178 0.00
H -1.763 -1.056 -0.600 0.00
H 2.277 0.780 0.408 0.05
H 1.815 -0.718 -1.892 0.04
```

ORCA calculation (ωB97M-V/def2-TZVPD) on a structure of composition C2H8N4O in a non-equilibrium geometry.

The charge is +2. The maximum force comes out at 6.59 eV/Å. For the energy above the lowest of the compared OMol25 structures with the same formula, charge and spin, the calculation gives 3.354 eV. The value obtained for the calculated total energy is -10189.438 eV. The calculation puts the LUMO energy at -9.43 eV. The calculation puts the orbital gap at 0.3794 hartree.

The geometry in XYZ format:
```
15
Properties=species:S:1:pos:R:3:lowdin_charge:R:1
C 1.178 -0.353 0.659 -0.37
C -1.308 -0.585 0.543 -0.03
N 0.547 -1.610 -0.020 0.19
N -0.641 -1.559 -0.047 0.09
N 2.152 0.109 -0.471 0.28
N -2.192 0.307 -0.373 0.30
O 0.214 0.476 0.887 0.01
H 1.716 -0.829 1.407 0.16
H -1.619 -0.952 1.561 0.21
H 1.852 -0.143 -1.456 0.20
H 2.982 -0.362 -0.086 0.19
H 2.009 1.127 -0.553 0.19
H -1.534 0.530 -1.195 0.22
H -2.357 1.275 0.095 0.24
H -3.068 0.008 -0.615 0.13
```

ORCA calculation (ωB97M-V/def2-TZVPD) on the ion C2H8N4O with charge +2 in a non-equilibrium geometry.

The charge is +2. The maximum force comes out at 6.93 eV/Å. For the energy above the lowest of the compared OMol25 structures with the same formula, charge and spin, the calculation gives 6.628 eV. The value obtained for the calculated total energy is -10186.164 eV. The calculation puts the LUMO energy (spin up / spin down) at -12.14 / -12.14 eV. The calculation puts the orbital gap (spin up / spin down) at 0.3012 / 0.3013 hartree.

The geometry in XYZ format:
```
15
Properties=species:S:1:pos:R:3:lowdin_charge:R:1
C -2.435 -0.118 -0.026 -0.53
C 1.269 -0.702 0.010 0.03
N -1.775 1.109 -0.124 0.13
N -1.568 -1.130 0.060 0.36
N -0.514 1.049 0.279 0.09
N 0.054 -0.168 -0.385 0.03
O -3.616 -0.366 0.003 0.26
H 1.512 -0.391 0.985 0.11
H 1.026 -1.812 -0.122 0.17
H 2.090 -0.380 -0.666 0.16
H -2.286 1.992 -0.077 0.22
H -1.657 -2.135 -0.102 0.19
H 0.120 1.829 -0.183 0.29
H -0.245 1.157 1.295 0.25
H -0.295 -0.019 -1.384 0.24
```

ORCA calculation (ωB97M-V/def2-TZVPD) on a cluster of 2 separate species, C2H8N4O in total in a non-equilibrium geometry.

The charge is +2. The maximum force comes out at 4.26 eV/Å. For the energy above the lowest of the compared OMol25 structures with the same formula, charge and spin, the calculation gives 0.563 eV. The value obtained for the calculated total energy is -10192.229 eV. The calculation puts the LUMO energy at -7.58 eV. The calculation puts the orbital gap at 0.4142 hartree.

The geometry in XYZ format:
```
15
Properties=species:S:1:pos:R:3:lowdin_charge:R:1
C -0.521 1.855 0.002 -0.12
C -0.003 3.770 1.429 -0.15
N 0.000 2.629 0.808 0.23
N -0.818 0.902 -0.627 0.31
N -0.261 -2.972 -0.777 0.07
N 0.903 -3.623 -0.565 0.13
O -0.669 4.741 1.095 0.27
H -1.282 0.737 -1.442 0.09
H 0.713 3.987 2.249 0.19
H -0.251 -2.605 -1.713 0.12
H -1.012 -3.622 -0.638 0.13
H 0.987 -4.467 -1.021 0.15
H 1.110 -3.840 0.388 0.18
H 1.756 -3.062 -0.770 0.22
H -0.649 5.569 1.584 0.19
```

ORCA calculation (ωB97M-V/def2-TZVPD) on the molecule C2H8N4S2 in a non-equilibrium geometry.

The SMILES is CNN/C(=N\S)NS. The maximum force comes out at 5.75 eV/Å. For the energy above the lowest of the compared OMol25 structures with the same formula, charge and spin, the calculation gives 3.563 eV. The value obtained for the calculated total energy is -29829.286 eV. The calculation puts the LUMO energy at -0.02 eV. The calculation puts the orbital gap at 0.3063 hartree.

The geometry in XYZ format:
```
16
Properties=species:S:1:pos:R:3:lowdin_charge:R:1
C -1.819 1.816 -0.232 -0.14
C 0.736 -0.529 0.341 -0.76
H -2.023 0.772 -0.735 0.08
H -1.563 2.537 -0.956 0.07
H -2.614 1.739 0.439 0.06
H -0.939 0.605 1.183 0.08
H 0.990 1.182 -0.723 0.07
H 0.246 -2.153 1.501 0.10
H -0.054 -2.026 -1.373 0.01
H 3.996 -1.436 -0.430 0.03
N -0.720 1.432 0.581 -0.10
N 0.237 0.629 -0.320 0.01
N -0.250 -1.366 0.956 -0.37
N 1.842 -1.011 0.164 -0.39
S -1.239 -2.197 -0.304 0.62
S 3.176 0.007 -0.092 0.63
```

ORCA calculation (ωB97M-V/def2-TZVPD) on a cluster of 2 separate species, C2H8N5O3 in total in a non-equilibrium geometry.

The charge is +1. The maximum force comes out at 5.34 eV/Å. For the energy above the lowest of the compared OMol25 structures with the same formula, charge and spin, the calculation gives 4.915 eV. The value obtained for the calculated total energy is -15780.562 eV. The calculation puts the LUMO energy (spin up / spin down) at -4.79 / -4.79 eV. The calculation puts the orbital gap (spin up / spin down) at 0.2442 / 0.2442 hartree.

The geometry in XYZ format:
```
18
Properties=species:S:1:pos:R:3:lowdin_charge:R:1
C -1.088 0.995 0.122 -0.22
C 2.462 -0.428 0.327 0.05
N -2.236 0.636 -0.225 0.14
N -0.739 2.158 0.458 0.15
N 0.579 -0.206 -1.341 0.00
N -3.075 -0.243 -0.191 -0.37
N 1.328 -0.914 -0.572 0.00
O -3.267 -0.800 1.010 0.16
O -3.817 -0.539 -1.100 0.07
O -0.176 -0.983 -2.027 0.07
H 1.961 -0.202 1.172 0.04
H 3.119 -1.225 0.509 0.08
H 2.932 0.522 -0.178 0.15
H -1.408 2.786 0.890 0.14
H 0.230 2.365 0.489 0.10
H -4.107 -1.122 1.177 0.10
H 1.320 -1.898 -0.670 0.15
H -0.461 -0.560 -2.884 0.19
```

ORCA calculation (ωB97M-V/def2-TZVPD) on a cluster of 2 separate species, C2H8N6 in total in a non-equilibrium geometry.

The charge is +2. The maximum force comes out at 4.81 eV/Å. For the energy above the lowest of the compared OMol25 structures with the same formula, charge and spin, the calculation gives 3.064 eV. The value obtained for the calculated total energy is -11122.282 eV. The calculation puts the LUMO energy at -6.87 eV. The calculation puts the orbital gap at 0.3966 hartree.

The geometry in XYZ format:
```
16
Properties=species:S:1:pos:R:3:lowdin_charge:R:1
C 2.099 -0.543 -0.392 -0.29
C -1.644 0.275 0.402 -0.22
N 1.853 -1.616 -0.755 0.29
N 2.079 0.556 0.106 0.02
N -2.298 -0.698 0.070 0.04
N -0.792 1.101 0.435 0.23
N 3.133 1.523 0.105 0.23
N -3.586 -1.050 -0.207 0.13
H 1.780 -2.662 -0.751 0.17
H 3.323 1.842 -0.808 0.16
H -0.409 1.566 1.237 0.10
H 3.993 1.109 0.492 0.20
H 2.533 2.142 0.728 0.22
H -3.635 -2.116 -0.409 0.23
H -4.157 -0.511 -0.967 0.23
H -4.272 -0.920 0.713 0.27
```

ORCA calculation (ωB97M-V/def2-TZVPD) on a structure of composition C2H8N6O2 in a non-equilibrium geometry.

The charge is +2. The maximum force comes out at 4.80 eV/Å. For the energy above the lowest of the compared OMol25 structures with the same formula, charge and spin, the calculation gives 1.479 eV. The value obtained for the calculated total energy is -15215.774 eV. The calculation puts the LUMO energy at -9.09 eV. The calculation puts the orbital gap at 0.3711 hartree.

The geometry in XYZ format:
```
18
Properties=species:S:1:pos:R:3:lowdin_charge:R:1
C -0.067 -0.467 -0.825 -0.41
C 0.142 1.261 0.253 -0.43
N -0.880 0.463 -0.126 0.17
N 1.052 0.388 -0.482 0.13
N -3.112 -0.462 0.630 0.13
N 2.877 -0.572 0.824 0.10
N -2.572 0.507 -0.147 0.14
N 2.421 -0.177 -0.419 0.04
O -0.188 -1.475 -1.357 0.26
O 0.358 2.180 0.930 0.25
H -3.734 -1.144 0.098 0.20
H -3.202 -0.357 1.645 0.17
H 3.509 0.166 1.161 0.14
H 3.280 -1.567 0.884 0.18
H -2.728 0.376 -1.182 0.23
H -2.684 1.494 0.158 0.22
H 3.114 0.400 -0.942 0.22
H 2.415 -1.015 -1.101 0.24
```